DFT (wB97M-V/def2-TZVPD) results for C24H36Br35I2N2O2S as an isolated structure in a non-equilibrium geometry.

```
102
Properties=species:S:1:pos:R:3
Br -6.26035 2.63300 2.87140
Br -9.11644 -11.37440 0.61585
Br 1.73830 -3.09570 -1.31860
H 4.94285 0.74915 -1.13557
H -1.20408 3.11048 -1.11176
C -9.75217 -9.60754 1.03933
C -2.22494 -3.05470 -1.73855
H 2.81956 3.61928 -0.06135
C -2.29293 0.02218 -7.24810
H -9.00691 -9.14274 1.66437
N 3.97946 1.65416 0.93695
Br -2.85805 6.33928 -6.64654
H 1.98254 -4.82929 -3.05984
H -8.58240 3.45512 3.09608
H -6.48242 -1.87975 7.84345
Br -1.68737 -4.46088 -2.93895
Br -5.71981 4.05902 -1.34800
C 4.75317 -0.14579 -0.56854
C 5.81341 -1.15931 -0.99720
Br 3.35636 6.52827 -1.02592
H 7.64088 -1.24705 -2.09802
H -1.74127 -2.41504 2.24224
H 6.25322 -1.73217 -0.20344
Br -0.02189 0.31122 1.14406
Br -3.16720 5.11716 0.22280
H 10.08887 -2.24745 1.07274
H -4.48797 6.19268 -1.57255
H -3.29551 -2.94660 -1.82531
C 2.46108 1.73549 0.79260
Br -7.60281 -4.75350 1.31314
H -2.23770 -0.58389 -6.36054
Br -1.44882 -1.35778 -2.22602
Br -11.38864 -9.66274 2.05035
C 3.81791 -0.60720 1.79883
C 6.85461 -0.53883 -1.90396
H 2.03145 1.65412 2.79412
Br 4.10621 -0.10002 3.69371
O 6.24435 -0.25635 -3.16785
C -5.79549 -2.20643 7.07910
H 6.04864 1.49336 2.08829
Br -3.19906 -1.01547 -8.58974
C 2.41734 -4.73173 -2.07708
C -0.20249 2.91917 -1.45702
I 2.76572 2.24457 -2.29580
C 2.81004 7.22151 0.68892
Br -1.24596 -1.79976 4.58689
H 3.79754 -0.48274 -0.91979
H 8.86601 -2.60940 2.26973
H -0.15462 1.86696 -1.65070
Br 2.25967 5.82315 1.90336
I 4.23367 -2.73727 1.64892
O 2.43995 -0.53178 1.62270
H 0.23222 3.29511 0.59012
C -2.37689 -2.11966 3.06180
C 6.08377 0.64575 1.42279
Br -5.40396 -0.67760 5.97646
H -5.19134 6.39098 -7.45937
C -4.77388 6.23516 -6.47739
H 9.35654 -0.14530 1.82254
H 1.88177 -0.06118 -0.33201
Br -9.93173 -8.52120 -0.54038
H 6.63533 0.98358 0.56419
Br -5.46439 7.61856 -5.33106
Br -6.68097 -3.60032 6.08877
C 0.73968 3.38814 -0.35019
Br 4.17286 8.32512 1.46894
S 7.07253 -0.62419 2.24453
C -7.91885 3.39210 2.24851
Br -3.27028 -0.52142 2.48297
H 4.18977 2.03179 1.86076
Br -8.76139 2.26324 0.93658
Br 1.86156 -6.25281 -1.04450
H -0.09181 3.50370 -2.34840
Br -3.27270 1.61501 -6.79192
Br -6.73983 -7.58342 2.48951
H 8.45364 -2.71594 0.57834
Br -1.84371 -3.51878 0.09122
H -6.68339 -5.34340 3.52674
H 6.08543 0.68957 -3.24694
Br -5.33140 4.49256 -5.88460
C -7.41502 -5.82766 2.89810
C 2.15806 2.80362 -0.30053
Br -7.66492 5.17707 1.57798
C 1.86399 0.32868 0.66572
H 0.85815 4.44278 -0.52988
H 7.23173 0.39899 -1.51691
Br -4.21821 -2.86126 7.96569
Br -0.48111 0.42496 -7.76083
Br 4.33041 -4.67668 -2.29814
C 4.66980 0.28325 0.90289
N 1.93681 2.29588 2.01487
H 4.44315 2.28112 0.27960
Br -3.04898 4.70548 -2.92998
H 5.32894 -1.87355 -1.63577
Br -9.05867 -5.92091 3.89649
C 8.62408 -0.72298 1.29739
Br -3.61570 -3.55909 3.37700
H 1.94468 7.84358 0.52027
C 9.04073 -2.17823 1.30231
C -4.15904 5.17481 -1.43209
H 2.36021 3.19046 2.22662
H 8.49673 -0.35148 0.29807
```

Properties
Spin multiplicity ... 1
Lowest unoccupied orbital energy ... -2.80 eV
Net charge ... +1
Frontier orbital gap ... 8.3 eV



DFT (wB97M-V/def2-TZVPD) results for C24H36BrN4SScSi as an isolated structure in a non-equilibrium geometry.

```
68
Properties=species:S:1:pos:R:3
C -1.56477 -3.17196 -1.09187
H -1.35647 -0.04383 2.13506
S 7.88695 -0.61650 -1.22387
H -2.03875 3.15513 0.59299
C 3.07937 4.27970 -1.05694
C 3.16089 3.65715 1.24940
C -1.16317 0.84084 1.53467
H 3.29285 -4.21797 2.53428
H -0.50206 -3.08379 -0.86930
C -2.20896 -1.12209 -3.62766
H -0.42127 0.94095 -3.13260
H 3.28677 -3.75698 4.95801
N 3.20589 1.36072 1.86301
H -1.69525 -3.11935 -2.16797
H 3.05224 5.01782 -1.84587
H 3.20400 3.87798 2.30678
C 3.25750 -0.56351 3.84447
C -3.86864 0.57133 -2.80245
N 5.12625 -0.63129 -1.07973
H -3.72137 1.79013 1.70392
H -2.72259 -1.72264 1.81497
Sc 3.26811 -0.19726 -0.63850
H 3.26668 0.46054 4.18992
H 3.26835 -1.43253 5.79226
H -4.57962 -0.19059 -2.47187
H -2.67956 2.67473 -0.96923
C 3.27245 -2.93389 4.25632
H -1.63822 2.15971 -2.72496
C -3.61700 0.98185 0.97541
C -2.18503 1.02532 0.39668
C -1.47402 1.20952 -3.22437
H -1.23227 1.70830 2.19768
H -1.68904 1.35795 -4.28594
C 3.09892 2.93209 -1.37836
N 3.23000 0.17522 1.49085
C 3.26538 -2.14397 2.00262
C 6.33911 -0.62393 -1.14367
H -1.89377 -4.16330 -0.76938
C 3.26471 -1.62249 4.72774
H -4.08797 0.79332 -3.84991
C 3.11397 4.64829 0.27598
H -4.05040 1.48189 -2.22787
C -1.94463 2.41597 -0.20739
C -2.40219 0.09436 -2.70838
C -2.07843 -2.31736 1.16776
H 3.09020 2.60855 -2.41149
H -2.38097 -0.80357 -4.65888
H -4.54334 -1.69640 -0.02821
Si -2.12047 -0.35067 -0.89693
H 3.11519 5.69239 0.55949
Br 0.86717 -0.60149 -1.12343
C -3.89747 -2.39868 -0.56290
H -4.12545 -3.40150 -0.19361
H -2.25061 -3.36740 1.41834
C -2.39428 -2.12669 -0.32285
H -0.94326 2.50832 -0.63311
H 3.28566 -2.34662 0.93470
H -3.83638 0.04462 1.48828
H -0.14077 0.78592 1.15678
C 3.27426 -3.19820 2.89180
H -4.16089 -2.37018 -1.62203
C 3.16714 2.33865 0.84963
H -1.03529 -2.09052 1.39490
N 3.14355 1.97521 -0.44954
H -4.37822 1.13526 0.20512
H -1.19490 -1.52068 -3.56944
C 3.25293 -0.83044 2.47493
H -2.91876 -1.92150 -3.41430
```

Properties
Spin multiplicity ... 1
Lowest unoccupied orbital energy ... -7.81 eV
Net charge ... +2
Frontier orbital gap ... 6.5 eV
Relative energy (zero: lowest compared OMol25 entry of this formula, charge and spin) ... 0.0 kJ/mol



DFT (wB97M-V/def2-TZVPD) results for C24H36CaP2Si as an isolated structure in a non-equilibrium geometry.

```
64
Properties=species:S:1:pos:R:3
C -3.22882 1.27119 -5.33389
H 2.24257 -0.81467 2.12578
H 0.93995 -2.70648 -5.63243
C -2.17365 0.73036 -4.58577
C -0.94624 0.40763 -5.20675
H 0.42361 -3.20891 2.84674
Si 0.42164 -0.28413 -4.16310
H -1.38924 -3.62414 -0.16743
P 0.22861 -0.14464 3.22443
C 1.76209 -0.72629 -5.34993
H 2.47690 -4.50195 0.76982
C -1.09814 1.78390 -0.60091
H -3.88187 1.95956 -7.27172
C -3.06674 1.51588 -6.70284
C -0.03004 -0.55479 5.00260
H 2.81172 1.16602 -5.19979
H 1.58801 -4.69716 -0.76928
C 2.73064 -2.38519 -6.83518
H -1.72656 1.39768 -8.39899
H -2.11901 1.51905 -0.88472
C 0.75173 2.39170 0.62684
H 1.37887 2.65849 1.48387
H -0.76461 0.15366 5.40606
H -1.26540 -4.96710 -4.66894
C -1.86583 1.19526 -7.33733
H 2.06124 2.81577 -1.14930
H -0.21483 2.39526 -2.55611
H -2.65244 -5.10125 -3.58587
H -0.27931 -4.93743 0.31110
C 1.73607 -2.01365 -5.92623
C 3.74331 -1.47511 -7.16595
H -2.27504 0.59687 -3.50617
H -1.38928 -0.82479 1.50050
C -0.62236 -3.92432 0.55621
H 2.15673 -1.47940 3.77432
H 2.11551 -3.38849 2.37695
Ca 0.68902 -0.25408 -1.48573
C 1.10852 2.47957 -0.73318
H 1.01172 0.79574 -3.30452
C -0.80283 0.65870 -6.58955
H -1.03805 -4.87568 -2.90539
C 1.23672 -2.73415 2.27575
P 0.78953 -2.74045 0.44934
H -0.40038 -1.58005 5.13331
C -1.30816 -0.93340 2.58777
H 2.71064 -3.39478 -7.25932
C 3.77792 -0.19259 -6.60007
C -0.59864 1.97288 0.71785
H 4.57811 0.50970 -6.85765
H 2.85960 -3.43992 -0.62107
H 0.91457 -0.42692 5.54402
H -1.18232 1.89353 1.63436
H -1.39050 -1.98919 2.86978
H -2.15050 -0.38625 3.03401
H -1.79987 -3.55247 -3.82418
C -0.06986 2.20715 -1.49740
C 1.59465 -1.35870 2.83490
H -1.06636 -3.93442 1.55880
H 0.15224 0.47232 -7.07861
C -1.67917 -4.63395 -3.75332
C 2.05606 -3.96945 -0.09427
H -4.15614 1.53678 -4.83061
C 2.78639 0.18470 -5.68276
H 4.51446 -1.77484 -7.87677
```

Properties
Spin multiplicity ... 1
Lowest unoccupied orbital energy ... -0.23 eV
Frontier orbital gap ... 6.5 eV



DFT (wB97M-V/def2-TZVPD) results for C24H36F4N3O2S as an isolated structure in a non-equilibrium geometry.

```
70
Properties=species:S:1:pos:R:3
C -1.98062 -4.43653 -0.98477
H 4.67150 1.91689 -2.43295
C -0.88954 -3.51704 3.83130
H 1.33206 4.54068 -2.61807
F -1.96717 5.94685 -1.02662
N -1.50760 -4.29544 1.49516
H -3.78981 -6.21507 1.26479
H -3.51837 -6.31884 -0.43751
N -2.21731 3.55190 0.20637
H 1.52856 -1.83144 0.72388
C -2.24597 -5.49359 3.56769
C 1.25401 2.43163 -1.91590
H -1.22506 -3.53256 4.86641
C 0.54624 1.54313 -1.14403
H -4.54959 -3.93995 -0.10434
H 0.47330 -0.58608 1.52490
F 0.52039 5.75778 0.54380
C -1.13052 3.32017 -0.52306
H 0.03802 -4.08997 3.77535
C 0.31334 6.51270 -0.59486
H 5.94069 5.23892 -1.88349
H 3.57193 4.60541 -1.38120
H 2.17208 -0.72384 2.01897
C -0.71280 5.70340 -1.48186
H 4.72194 4.14127 -4.23400
C 3.90335 4.48537 -3.57882
H -3.01278 -6.08179 3.07300
H -3.62721 -3.25911 4.01804
H -0.66530 -2.47753 3.58902
H -2.58438 -5.36689 4.59488
C 2.52901 1.94319 -2.61460
C 5.64384 4.17686 -1.83295
H 5.96244 3.73531 -0.87292
C -0.34461 4.20967 -1.34086
C 3.83730 2.45838 -1.94177
H -2.72435 -4.73778 -1.71896
F -0.55944 6.14298 -2.76480
H -1.10646 -5.07797 -1.11541
H 3.80381 2.19036 -0.87133
H -4.77936 -4.53166 2.27641
H -1.69732 -3.41305 -1.23325
H 3.96843 5.59085 -3.55212
H -3.47956 -2.61223 0.28254
F -0.12335 7.74201 -0.28457
C -3.76369 -3.62748 0.58404
H 2.91521 -0.13236 -0.40002
H 6.22623 3.65836 -2.62228
C 0.77857 3.81668 -2.00961
C -4.31824 -3.57874 2.00575
S -2.60349 2.13891 0.92611
C -3.22270 -3.21956 3.00658
H 1.28067 6.50742 -1.12934
H -1.33579 -6.09590 3.59526
H 2.49868 2.10754 -3.70599
C 1.94774 0.15776 0.05043
O 0.91860 0.21409 -0.98425
H -2.20732 -6.72419 0.65469
C -0.65690 1.93297 -0.42911
H 2.08483 1.17519 0.46447
H -2.93202 -2.17674 2.83521
N -1.40579 1.17545 0.36690
C 1.48769 -0.81200 1.15334
H 2.93967 4.17116 -4.00865
C -1.97293 -4.11846 2.92220
C -2.55347 -4.56789 0.43481
H -5.11211 -2.83093 2.05708
H 2.52400 0.84230 -2.49143
O -0.88660 -3.30537 1.17182
C -3.03961 -6.03591 0.49798
C 4.11502 3.98036 -2.11349
```

Properties
Spin multiplicity ... 1
Lowest unoccupied orbital energy ... -7.02 eV
Net charge ... +1
Frontier orbital gap ... 3.8 eV



DFT (wB97M-V/def2-TZVPD) results for a 4-piece molecular cluster, C24H36F5NO14S3 overall in a non-equilibrium geometry.

```
83
Properties=species:S:1:pos:R:3
C 1.21513 -1.61496 -2.34507
S -0.78933 5.11024 8.95473
C 5.88448 -2.31689 -1.24716
H 1.22210 -1.70241 -3.48054
C -4.07562 1.59035 -2.58571
C -0.21198 -1.29255 -1.70059
H 6.17536 -3.36598 -1.18147
H 1.91898 -0.75852 -2.00227
O 4.90070 -2.00846 -0.25733
C 2.63509 3.02970 3.30037
H -0.44132 -1.16956 -4.55852
H -2.24907 -1.40143 -4.63748
O -3.93069 0.64476 1.67520
C -0.93287 3.52463 7.04391
H -4.12796 -0.43509 -4.58410
H 2.81566 1.86701 1.47578
N -0.26138 -1.39321 -0.23836
C 7.04737 -1.37840 -0.96354
H -1.40283 -1.19825 1.70124
C 1.18625 -4.25818 -2.52675
C 1.90896 -4.71267 -3.88611
H -0.63513 0.92823 -5.43679
O -0.44909 2.08278 4.08771
H -1.22564 1.53692 -3.81350
F 1.21681 -4.11181 -5.00349
H 5.45028 -2.12137 -2.23201
C -1.48507 -0.85911 -2.52106
C 2.68855 1.70688 2.55049
F 0.52157 -6.81599 -3.55657
H -5.02791 -0.14202 -1.56920
H -2.28843 2.65535 -0.82959
H 7.68982 -1.23774 -1.83277
H 0.07274 3.09399 7.03009
H -1.40215 3.37913 6.07111
H -3.31227 4.21546 -0.60602
C -4.67690 -0.83094 -3.64775
C -1.76156 2.94627 8.18046
O -0.81291 4.91600 7.34347
F 1.95596 -6.71770 -5.32399
H 1.73382 -3.15211 -0.66976
S 5.04555 -0.45434 0.18691
H -4.62240 -1.96626 -3.54434
O -1.79156 6.06901 9.30981
C -4.17937 -0.02865 -2.35180
H 7.64776 -1.73650 -0.12217
H -5.11770 1.70836 -0.50194
O 1.31167 3.52720 3.09538
C 1.79173 -6.33710 -3.95318
O 6.44107 -0.14354 -0.57901
H -5.79156 -0.57165 -3.81776
O -0.33482 2.43860 1.59923
H -1.61804 1.87067 8.28952
C -2.81217 -0.52700 -1.70953
H -3.32994 2.88803 0.66587
O 1.40782 1.11100 2.75871
H -2.45215 1.04304 -5.20368
H 3.48113 1.05321 2.91519
H 0.06696 -4.07382 -2.71958
H -2.82528 3.15827 8.04099
O 0.57700 5.22212 9.37437
H -5.21748 3.25926 -1.58357
C -3.96842 -0.32612 0.84793
S 0.29081 2.28440 2.87833
F 3.30377 -4.42749 -3.92999
C -4.56856 2.38354 -1.24006
H -4.72277 1.89596 -3.47615
C -1.43458 -0.75686 -4.12647
O -5.05862 -1.18232 0.76310
C -1.48260 0.79002 -4.65858
O 4.00367 0.30052 -0.44445
H 3.37202 3.74352 2.93045
C 1.87087 -3.00521 -1.79335
F 2.80729 -6.95624 -3.14925
H 1.24638 -5.15957 -1.80538
C -3.29434 3.06437 -0.47273
C -1.42140 -1.11316 0.56228
O -1.32160 3.63026 9.35502
H -2.96746 1.86000 -2.69310
C -2.74961 -0.66155 -0.15174
O 5.28890 -0.41311 1.59878
H 3.00542 -2.91917 -1.97326
H 2.78077 2.88111 4.37416
H 0.60228 -1.65516 0.27799
```

Properties
Spin multiplicity ... 1
Lowest unoccupied orbital energy ... -1.14 eV
Frontier orbital gap ... 6.5 eV



DFT (wB97M-V/def2-TZVPD) results for a single C24H36N4O2 molecule.

```
66
Properties=species:S:1:pos:R:3
C -3.52913 1.62636 3.12147
C 1.94413 0.48721 -1.27144
C 2.51679 5.35617 -3.35931
C 0.84575 -4.18495 1.50585
C 1.61114 -1.42902 0.17358
C 3.13356 4.83740 -2.06415
N 0.48502 -3.62779 0.20843
H -0.56038 -1.61148 -1.20296
H 0.42810 1.76235 -1.76428
N 1.36740 1.46944 -2.01863
H 4.14939 4.48776 -2.26135
H -4.99228 2.46870 5.11325
C -0.13242 -4.58778 -0.68969
H 0.21212 -6.31552 -1.93107
H -1.51573 -1.87423 0.94309
H 1.63726 -3.56671 1.93375
O -1.11678 2.22861 -0.80749
H -2.86706 -2.17398 3.04441
C -0.33563 -4.19105 2.47301
N -2.24924 1.86041 1.09541
H -5.85920 0.93260 5.24104
C 0.78970 -5.65788 -1.28649
C -4.87296 1.39448 5.22539
H 1.04859 -1.39795 1.11323
C -1.48768 1.42371 0.03864
H 0.56177 3.42624 -3.61498
H 1.30299 4.03502 -1.24882
C -2.50853 -0.30638 2.05662
C -1.71539 -0.81232 0.98475
H 2.77244 3.29508 -0.59468
C -3.80216 -0.55666 4.07402
H -0.93996 -5.07922 -0.14113
H -0.04418 -4.66787 3.40587
C 1.56790 -2.86177 -0.39403
H -3.71186 2.69173 3.13177
H -0.58908 -4.02239 -1.50941
C 2.40883 4.22931 -4.38184
H 1.24147 -5.20739 1.41351
H 1.24689 -6.26170 -0.50627
H 3.19349 5.64377 -1.32955
H 2.54182 -3.34644 -0.23730
H 2.64356 -1.13004 0.36136
C -3.04954 -1.11011 3.06883
H 1.51404 2.26899 -4.55183
H 3.12471 6.16908 -3.76295
C -2.76247 1.07743 2.09273
H -4.39923 1.19429 6.18562
H 3.18156 2.13349 -2.71808
C 1.57679 3.07942 -3.82318
H -2.44589 2.85489 1.11208
H -1.17976 -4.73652 2.05832
N 1.07460 -0.43734 -0.73165
H 3.40966 3.86568 -4.62553
H -4.21388 -1.18505 4.84963
C -0.32850 -0.55099 -1.07087
H -0.51792 -0.02685 -2.00922
C -4.05047 0.82192 4.11445
H 1.52015 5.75307 -3.15235
H -0.64846 -3.17315 2.68935
H 1.40652 -2.79967 -1.47153
C -1.21157 -0.00512 0.02164
H 1.58008 -5.20176 -1.87714
O 3.14931 0.38190 -1.11137
H 1.95400 4.60230 -5.30237
C 2.18827 2.55266 -2.52604
C 2.30755 3.68560 -1.50214
```

Properties
Spin multiplicity ... 1
Lowest unoccupied orbital energy ... 0.18 eV
Structure (SMILES) ... CCN(CC)CCN(Cc1cc2ccc(C)cc2[nH]c1=O)C(=O)NC1CCCCC1
Frontier orbital gap ... 8.4 eV
Relative energy (zero: lowest compared OMol25 entry of this formula, charge and spin) ... 5.0 kJ/mol